1.
Formula: C31H28BrN5O5PdS
Source: OMol25
Level of theory: ωB97M-V/def2-TZVPD

Atoms and positions in Å:
Pd  0.17  -0.35  -1.40
O  -5.22  -1.68  -0.20
C  -4.56  -2.07  0.90
C  -5.22  -2.73  1.94
C  -4.55  -3.06  3.09
C  -3.19  -2.74  3.26
C  -2.53  -2.10  2.25
C  -3.18  -1.76  1.05
C  -2.37  -1.13  0.04
O  -1.26  -0.63  0.30
N  -2.84  -1.10  -1.29
N  -1.90  -0.71  -2.10
C  -2.24  -0.58  -3.36
C  -1.24  -0.14  -4.29
C  -1.56  0.04  -5.63
C  -0.57  0.46  -6.50
C  0.70  0.67  -6.00
C  0.94  0.45  -4.64
N  0.01  0.07  -3.79
H  -6.14  -1.95  -0.15
H  -6.27  -2.96  1.83
H  -5.08  -3.58  3.88
H  -2.68  -3.02  4.17
H  -1.48  -1.85  2.35
H  -3.26  -0.80  -3.65
H  -2.57  -0.14  -5.96
H  -0.79  0.61  -7.55
H  1.51  0.98  -6.64
H  1.94  0.58  -4.24
Br  2.29  -7.15  1.12
C  2.23  -5.34  1.64
C  2.66  -4.97  2.92
C  2.62  -3.64  3.30
C  2.16  -2.67  2.42
C  1.74  -3.06  1.14
C  1.77  -4.39  0.74
C  1.24  -2.05  0.20
O  0.73  -2.37  -0.93
O  1.27  -0.80  0.47
H  3.02  -5.73  3.60
H  2.95  -3.37  4.29
H  2.12  -1.63  2.71
H  1.44  -4.67  -0.25
C  1.63  1.97  2.99
C  3.07  2.29  2.58
C  3.18  2.71  1.12
N  2.80  1.57  0.26
C  2.59  1.55  -1.03
S  2.63  0.01  -1.87
N  2.41  2.68  -1.76
C  1.66  3.86  -1.50
O  1.94  4.85  -2.11
C  0.54  3.77  -0.53
C  0.25  4.91  0.23
C  -0.82  4.90  1.11
C  -1.61  3.77  1.23
C  -1.34  2.64  0.46
C  -0.27  2.65  -0.41
H  1.59  1.67  4.03
H  1.21  1.15  2.39
H  0.99  2.84  2.86
H  3.73  1.44  2.76
H  3.46  3.11  3.18
H  4.20  2.99  0.85
H  2.51  3.55  0.92
H  2.81  0.65  0.69
H  2.76  2.65  -2.71
H  0.86  5.80  0.10
H  -1.04  5.78  1.70
H  -2.45  3.77  1.91
H  -1.97  1.76  0.55
H  -0.09  1.77  -1.04

Calculated values
ΔE to the lowest compared entry with this formula, charge and spin (eV): 0.599
Spin multiplicity: 5
Largest force on an atom (hartree/bohr): 0.069
E_HOMO (alpha / beta) (eV): -13.2 / -13.2
Charge: +2
DFT total energy (eV): -134629.04894

Results of the Mulliken charge analysis, in e, for atoms 1 through 6: atom 1 (Pd): -0.265, atom 2 (O): -0.495, atom 3 (C): 1.218, atom 4 (C): -0.829, atom 5 (C): -0.457, atom 6 (C): -0.932

2.
Formula: C31H28Cl3GeHgN6O5
Source: OMol25
Level of theory: ωB97M-V/def2-TZVPD

Atoms and positions in Å:
Hg  0.23  0.85  0.78
O  3.95  1.39  -1.23
C  2.88  0.94  -0.81
N  2.36  1.08  0.39
C  3.13  1.88  1.31
C  2.35  2.38  2.51
C  3.03  2.95  3.59
C  2.32  3.42  4.67
C  0.93  3.36  4.64
C  0.32  2.79  3.55
N  1.02  2.30  2.52
C  2.05  0.08  -1.73
C  2.53  -0.24  -2.99
C  1.75  -1.02  -3.83
C  0.51  -1.46  -3.37
C  0.11  -1.10  -2.09
N  0.86  -0.34  -1.29
H  3.55  2.76  0.80
H  3.99  1.31  1.68
H  4.11  2.97  3.57
H  2.84  3.83  5.53
H  0.33  3.73  5.47
H  -0.76  2.71  3.47
H  3.50  0.14  -3.28
H  2.09  -1.27  -4.82
H  -0.15  -2.06  -3.99
H  -0.85  -1.40  -1.70
C  -1.09  -0.33  4.14
O  -1.38  -0.07  2.77
C  -2.41  -0.77  2.21
C  -3.16  -1.69  2.93
C  -4.22  -2.35  2.32
C  -4.54  -2.08  1.00
C  -3.77  -1.17  0.28
C  -2.70  -0.52  0.87
N  -1.88  0.42  0.15
N  -2.22  0.54  -1.06
C  -1.64  1.38  -1.94
C  -0.74  2.45  -1.60
O  -0.52  2.82  -0.42
C  -0.08  3.14  -2.71
C  -0.30  2.79  -3.98
C  -1.25  1.77  -4.35
C  -1.47  1.45  -5.70
C  -2.38  0.48  -6.06
C  -3.09  -0.19  -5.05
C  -2.87  0.10  -3.72
C  -1.94  1.09  -3.34
H  -1.96  -0.13  4.77
H  -0.28  0.34  4.42
H  -0.75  -1.36  4.29
H  -2.91  -1.92  3.95
H  -4.79  -3.07  2.89
H  -5.37  -2.58  0.52
H  -4.00  -0.96  -0.75
H  0.63  3.90  -2.43
H  0.25  3.29  -4.78
H  -0.91  1.98  -6.46
H  -2.55  0.23  -7.10
H  -3.81  -0.95  -5.31
H  -3.41  -0.43  -2.95
Cl  2.36  -0.47  5.74
Ge  2.44  -0.98  3.49
Cl  4.72  -0.86  3.27
Cl  2.34  -3.28  3.68
N  2.40  -3.27  -0.13
C  1.20  -4.05  0.16
C  0.09  -3.15  0.68
O  -1.05  -3.49  0.78
O  0.55  -1.94  1.02
H  3.25  -3.68  0.21
H  1.51  -1.98  0.75
H  2.49  -3.04  -1.11
H  1.42  -4.74  0.98
H  0.81  -4.63  -0.67

Calculated values
ΔE to the lowest compared entry with this formula, charge and spin (eV): 0.734
Spin multiplicity: 1
Largest force on an atom (hartree/bohr): 0.022
E_HOMO (eV): -5.1
Charge: -1
DFT total energy (eV): -150044.13925

Results of the Mulliken charge analysis, in e, for atoms 1 through 6: atom 1 (Hg): 2.879, atom 2 (O): -0.842, atom 3 (C): -0.653, atom 4 (N): -0.185, atom 5 (C): -1.482, atom 6 (C): 0.689

3.
Formula: C31H28Cl5N3O4Sn
Source: OMol25
Level of theory: ωB97M-V/def2-TZVPD

Atoms and positions in Å:
Sn  -0.40  -0.32  -1.20
C  -1.57  0.87  7.04
O  -2.39  -0.19  6.54
C  -3.46  0.25  5.80
C  -4.61  0.73  6.40
C  -5.69  1.12  5.62
C  -5.62  1.01  4.24
C  -4.47  0.51  3.63
C  -3.38  0.15  4.41
N  -2.20  -0.40  3.87
C  -1.50  0.03  2.77
N  -1.90  1.19  2.21
C  -1.23  1.96  1.22
C  -0.43  1.45  0.20
C  0.27  2.42  -0.55
C  0.12  3.78  -0.37
C  -0.78  4.25  0.59
C  -1.44  3.34  1.39
O  -2.30  3.69  2.39
C  -2.86  4.99  2.35
N  -0.38  -0.52  2.41
C  0.02  -1.74  2.75
C  -0.90  -2.85  2.72
C  -0.47  -4.16  3.16
C  0.85  -4.41  3.31
C  1.78  -3.35  3.16
C  1.41  -2.05  2.90
O  2.43  -1.17  2.85
C  2.26  0.25  2.88
H  -0.79  0.40  7.64
H  -2.15  1.55  7.66
H  -1.11  1.42  6.22
H  -4.65  0.79  7.48
H  -6.58  1.50  6.09
H  -6.46  1.30  3.62
H  -4.44  0.36  2.56
H  -1.68  -0.99  4.51
H  -2.61  1.70  2.71
H  0.92  2.09  -1.36
H  0.67  4.48  -0.98
H  -0.94  5.31  0.71
H  -2.10  5.75  2.55
H  -3.61  5.02  3.13
H  -3.32  5.18  1.38
H  -1.95  -2.61  2.82
H  -1.22  -4.93  3.27
H  1.22  -5.39  3.57
H  2.84  -3.55  3.26
H  3.27  0.64  2.95
H  1.69  0.55  3.76
H  1.78  0.62  1.98
C  -0.70  -2.63  -0.13
C  -2.74  -1.41  -0.31
C  -3.81  -3.82  -1.49
O  -3.43  -0.51  -0.24
H  -1.72  -4.52  -1.12
H  -0.77  -2.95  1.46
H  -1.91  -2.84  -2.10
H  -2.65  -3.74  0.40
H  -3.93  -4.81  -1.88
H  -4.64  -3.12  -1.51
Cl  3.46  0.03  -1.27
C  2.68  -1.49  -0.91
C  1.36  -1.45  -0.53
C  0.74  -2.69  -0.26
Cl  -2.27  -3.30  -0.84
C  1.41  -3.89  -0.53
Cl  0.52  -5.38  -0.58
C  2.76  -3.88  -0.84
Cl  3.61  -5.37  -1.07
C  3.42  -2.67  -1.00
Cl  5.11  -2.63  -1.32

Calculated values
ΔE to the lowest compared entry with this formula, charge and spin (eV): 20.250
Spin multiplicity: 1
Largest force on an atom (hartree/bohr): 0.094
E_HOMO (eV): -6.3
Charge: 0
DFT total energy (eV): -113684.20272

Results of the Mulliken charge analysis, in e, for atoms 1 through 6: atom 1 (Sn): 0.064, atom 2 (C): -0.778, atom 3 (O): -0.539, atom 4 (C): 0.352, atom 5 (C): -0.228, atom 6 (C): -0.646